# 1
Here is 6 unconnected molecules or ions with the total composition C10H30IO10 in a non-equilibrium geometry from OMol25. Energies are from ωB97M-V/def2-TZVPD.

```
51
Properties=species:S:1:pos:R:3
I 1.930 -0.595 -0.402
O -1.520 -4.508 -6.983
O -2.584 4.101 2.320
O -3.163 -1.481 -3.817
O -3.748 -0.720 5.806
O 7.003 -0.090 2.627
O 8.128 2.521 3.935
O -1.207 -2.254 4.731
O -2.932 0.705 -5.911
O 0.238 4.143 3.066
O 0.755 -2.697 -6.262
C -3.993 -0.359 -3.996
C -2.572 -2.388 4.473
C 6.817 2.146 3.691
C -0.161 -4.758 -7.304
C 0.858 -4.167 -6.268
C -1.843 5.327 2.409
C -3.443 -2.107 5.744
C 6.760 0.621 3.854
C -0.351 5.089 2.125
C -3.283 0.859 -4.577
H -0.005 -5.824 -7.472
H -4.844 -0.668 -4.603
H 6.207 -0.115 2.091
H 1.915 -4.349 -6.462
H 1.174 -2.429 -5.440
H 6.218 2.701 4.413
H -1.667 -4.022 -6.168
H -2.812 -3.376 4.081
H -2.391 -1.183 -3.329
H -1.972 5.760 3.401
H -2.363 1.073 -4.034
H -2.810 -2.302 6.610
H -2.317 6.053 1.748
H 0.628 -4.565 -5.279
H 0.571 3.436 2.507
H -3.900 1.757 -4.540
H -4.348 -0.059 -3.010
H 6.437 2.528 2.743
H 8.639 2.563 3.123
H 0.033 -4.249 -8.248
H 0.121 6.065 2.240
H -2.232 3.436 2.917
H -4.407 -2.615 5.705
H 5.719 0.334 4.005
H -2.796 -1.695 3.663
H -4.578 -0.599 6.272
H 7.347 0.346 4.731
H -0.285 4.687 1.114
H -0.691 -2.077 3.940
H -2.283 0.001 -5.980
```

Calculated values
Charge: -1
Kohn-Sham gap, eV: 6.392



# 2
Here is a molecular structure, C10H30N6O4Rb in a non-equilibrium geometry from OMol25. Energies are from ωB97M-V/def2-TZVPD.

```
51
Properties=species:S:1:pos:R:3
Rb -9.036 31.371 10.175
O -7.671 25.957 9.907
O -8.083 30.945 7.440
O -10.409 30.865 12.659
O -6.735 33.187 10.018
N -7.698 32.317 5.612
N -9.761 31.965 6.349
N -4.586 33.027 9.317
N -7.889 28.749 9.514
N -4.986 34.133 11.203
N -10.047 33.890 11.866
C -8.466 31.688 6.538
C -6.481 29.129 11.537
C -9.708 33.212 13.137
C -9.804 34.319 14.221
C -10.721 32.062 13.407
C -5.534 33.338 10.240
C -8.193 24.723 10.376
C -6.910 28.144 10.422
C -11.511 29.950 12.830
C -7.454 26.866 10.990
H -7.349 29.419 12.139
H -11.002 34.132 12.093
H -8.405 27.116 11.474
H -9.251 24.743 10.640
H -8.058 33.146 5.179
H -7.517 24.300 11.123
H -7.332 29.188 8.791
H -6.002 28.057 9.817
H -4.000 34.261 11.312
H -12.477 30.442 12.726
H -11.303 29.182 12.086
H -9.730 33.891 15.221
H -6.033 30.032 11.124
H -8.372 28.044 8.965
H -6.745 26.481 11.726
H -10.001 32.753 5.777
H -9.408 34.665 11.752
H -6.716 32.104 5.639
H -10.725 31.800 14.469
H -10.462 31.476 6.875
H -8.101 24.058 9.515
H -5.625 34.757 11.667
H -8.718 32.756 13.204
H -8.929 34.969 14.124
H -11.435 29.478 13.812
H -3.603 33.100 9.486
H -11.729 32.452 13.226
H -4.951 32.720 8.430
H -5.844 28.589 12.237
H -10.582 35.057 14.028
```

Calculated values
Charge: +1
Kohn-Sham gap, eV: 9.583



# 3
Here is 5 unconnected molecules or ions with the total composition C10H30O10 in a non-equilibrium geometry from OMol25. Energies are from ωB97M-V/def2-TZVPD.

```
50
Properties=species:S:1:pos:R:3
O -4.020 -6.970 -0.905
O 6.797 -2.489 1.421
O -1.950 2.024 0.520
O -5.442 6.905 2.551
O 4.173 2.449 -1.158
O -0.266 -0.301 -0.219
O 7.919 -4.898 1.351
O 1.981 2.956 -3.109
O -1.415 -8.126 -1.357
O -7.556 9.260 1.752
C -2.210 0.653 0.789
C -6.678 8.276 1.134
C -2.939 -6.283 -1.502
C -0.900 -0.167 1.022
C 4.199 2.283 -2.548
C -6.604 6.909 1.775
C 6.610 -4.774 2.067
C -1.571 -6.752 -1.026
C 5.953 -3.609 1.451
C 3.315 3.347 -3.230
H -7.495 10.091 1.274
H -1.306 -1.083 1.451
H -4.856 6.249 2.167
H 7.622 -2.658 0.961
H -0.156 0.183 1.737
H -2.842 0.521 1.668
H 3.594 3.346 -4.283
H 8.594 -4.687 2.001
H -1.712 -8.692 -0.641
H 3.883 1.281 -2.838
H -4.217 -6.531 -0.074
H -3.011 -5.256 -1.143
H -5.668 8.646 0.956
H 6.751 -4.652 3.141
H -2.869 0.228 0.032
H 4.662 1.701 -0.806
H 5.061 -3.428 2.051
H 5.236 2.344 -2.879
H -7.069 8.137 0.126
H 3.569 4.368 -2.944
H -3.047 -6.398 -2.580
H -1.392 -6.614 0.040
H -1.335 2.003 -0.217
H 0.100 0.570 -0.392
H 6.062 -5.713 1.988
H -7.488 6.739 2.390
H 1.747 2.517 -3.930
H -6.611 6.137 1.006
H -0.767 -6.192 -1.502
H 5.566 -3.844 0.460
```

Calculated values
Kohn-Sham gap, eV: 10.206



# 4
Here is a molecular structure, C10H30O13S7Sr in a non-equilibrium geometry from OMol25. Energies are from ωB97M-V/def2-TZVPD.

```
61
Properties=species:S:1:pos:R:3
Sr -0.448 0.183 0.553
S 0.775 0.107 -3.129
S 3.297 1.022 0.926
S -1.039 3.479 2.333
S -2.224 -0.469 3.801
S -2.757 2.513 -1.230
S -3.020 -2.359 -0.647
S 1.436 -3.292 0.275
O -2.158 1.306 -0.649
O -1.942 3.673 -1.078
O -2.474 3.650 2.058
O -2.200 -1.482 0.289
O 2.046 0.129 0.963
O -0.479 2.240 1.841
O -3.603 3.257 -0.211
O -0.862 4.452 1.266
O 0.796 0.371 -1.618
O 0.571 -2.046 0.095
O -3.341 2.391 -2.554
O -0.930 -0.514 2.965
O -0.676 3.965 3.643
C 2.757 -3.120 -1.007
C -0.410 1.284 -3.960
C 2.484 -2.999 1.798
C -2.184 -2.209 -2.283
C -2.642 -4.176 -0.342
C -3.626 0.329 2.889
C -1.859 0.824 5.071
C 2.355 0.657 -3.847
C 2.764 2.595 0.174
C 4.534 0.525 -0.298
H -3.127 1.156 2.383
H -0.146 2.327 -3.785
H 3.327 -2.208 -0.829
H 2.247 1.042 -4.861
H -2.877 -4.492 0.674
H 5.306 1.277 -0.136
H -1.861 1.826 4.642
H -2.779 -2.770 -3.003
H -0.280 1.302 -5.042
H -2.082 -1.170 -2.596
H -4.096 -0.256 2.100
H 3.398 -3.586 1.704
H 2.040 -3.453 2.684
H 1.942 3.073 0.707
H -2.698 0.899 5.763
H -1.601 -4.399 -0.577
H 3.393 -4.003 -0.945
H -0.944 0.539 5.590
H 2.685 1.528 -3.280
H -1.440 1.224 -3.608
H 4.949 -0.442 -0.015
H 4.173 0.566 -1.326
H 2.691 -1.933 1.891
H 2.345 -3.045 -2.013
H -1.216 -2.707 -2.337
H -3.170 -4.954 -0.895
H -4.437 0.620 3.557
H 2.539 2.463 -0.884
H 3.580 3.312 0.088
H 3.199 -0.023 -3.736
```

Calculated values
Charge: -1
Kohn-Sham gap (spin up / spin down), eV: 2.592 / 1.876
Multiplicity: 2



# 5
Here is 5 unconnected molecules or ions with the total composition C10H30O5 in a non-equilibrium geometry from OMol25. Energies are from ωB97M-V/def2-TZVPD.

```
45
Properties=species:S:1:pos:R:3
O -3.391 3.921 -18.986
O -1.526 4.599 -15.535
O -2.109 6.878 -17.272
O 2.185 10.112 -17.562
O -4.031 9.098 -19.823
C -2.988 6.116 -14.301
C -5.151 8.226 -19.802
C -1.151 6.874 -18.316
C -2.777 2.632 -20.892
C -2.260 3.434 -19.729
C -5.144 7.288 -18.605
C 2.606 12.282 -16.501
C -2.419 4.707 -14.414
C -0.289 8.116 -18.331
C 1.727 11.466 -17.424
H -3.606 3.161 -21.366
H -1.747 6.381 -16.529
H 0.696 11.428 -17.060
H -3.190 1.687 -20.541
H 2.299 12.278 -15.456
H 3.662 12.023 -16.580
H -6.147 6.885 -18.441
H -6.056 8.833 -19.817
H 0.439 8.105 -19.139
H -1.649 6.734 -19.288
H -2.180 6.838 -14.197
H -5.179 7.614 -20.712
H -1.777 3.825 -16.045
H -1.822 4.541 -13.510
H -3.190 3.941 -14.472
H -1.628 4.282 -20.002
H -0.568 5.939 -18.276
H -3.605 6.364 -15.166
H -3.624 6.168 -13.416
H 2.590 13.341 -16.796
H -2.008 2.449 -21.642
H 0.242 8.207 -17.384
H -3.136 4.726 -18.521
H -0.950 8.980 -18.414
H -3.296 8.693 -20.288
H -4.501 6.432 -18.804
H -4.821 7.805 -17.705
H 1.709 11.865 -18.434
H 1.944 9.577 -16.801
H -1.658 2.775 -19.090
```

Calculated values
Kohn-Sham gap, eV: 10.723



# 6
Here is a molecular structure, C10H30O5RbS5 in a non-equilibrium geometry from OMol25. Energies are from ωB97M-V/def2-TZVPD.

```
51
Properties=species:S:1:pos:R:3
Rb -24.306 -5.001 -5.746
S -23.728 -9.204 -5.653
S -24.758 -3.662 -9.451
S -25.654 -1.946 -3.550
S -20.230 -4.737 -6.467
S -28.479 -5.872 -6.642
O -21.617 -4.188 -6.188
O -24.532 -2.893 -3.832
O -25.256 -4.746 -8.512
O -23.549 -7.740 -5.350
O -27.005 -5.980 -6.438
C -24.866 -4.404 -11.071
C -22.059 -9.903 -5.711
C -28.912 -7.026 -7.965
C -20.272 -6.471 -5.910
C -27.147 -2.969 -3.856
C -19.979 -5.039 -8.231
C -28.842 -4.311 -7.556
C -22.966 -3.689 -9.320
C -24.043 -9.246 -7.451
C -25.817 -1.802 -1.731
H -21.943 -10.970 -5.912
H -28.481 -3.565 -6.843
H -26.430 -0.947 -1.460
H -28.024 -7.272 -8.543
H -19.003 -5.523 -8.294
H -21.364 -9.354 -6.346
H -22.620 -4.694 -9.567
H -24.970 -3.650 -11.861
H -24.114 -5.115 -11.412
H -23.385 -8.520 -7.932
H -25.834 -4.906 -11.144
H -22.492 -3.036 -10.058
H -28.096 -2.497 -3.604
H -27.091 -3.950 -3.382
H -25.082 -9.041 -7.683
H -27.115 -3.117 -4.938
H -29.904 -4.163 -7.731
H -23.741 -10.217 -7.852
H -20.388 -6.434 -4.832
H -29.251 -7.932 -7.459
H -19.916 -4.104 -8.784
H -21.667 -9.831 -4.690
H -28.272 -4.146 -8.471
H -22.605 -3.416 -8.329
H -29.723 -6.632 -8.570
H -19.367 -6.968 -6.248
H -21.174 -6.918 -6.333
H -24.840 -1.776 -1.260
H -20.739 -5.673 -8.686
H -26.329 -2.723 -1.451
```

Calculated values
Charge: +1
Kohn-Sham gap, eV: 9.448